56
Properties=species:S:1:pos:R:3 method="wB97M-V/def2-TZVPD" orbital_gap_ev=6.48 lumo_ev=-4.22 total_charge=+1 spin_multiplicity=1 e_above_lowest_kcal_mol=24.6 total_energy_ev=-31852.98776 e_homo_ev=-10.7
C 0.37321 2.87326 1.41710
N -0.07342 1.76584 2.25928
C -1.25995 2.17440 3.03943
C -1.76898 1.01441 3.87374
O -0.89814 -0.11640 3.82728
C 0.44501 0.26499 4.13525
C 0.99373 1.32197 3.19128
H 1.27424 3.36433 1.81986
H 0.59986 2.48819 0.42048
H -0.42459 3.62110 1.32727
H -0.99273 3.00283 3.72296
H -2.03321 2.51437 2.34262
H -1.86655 1.34901 4.92415
H -2.73736 0.66803 3.48461
H 0.48147 0.65851 5.16886
H 1.02778 -0.66324 4.05503
H 1.82922 0.91718 2.60847
H 1.35571 2.17530 3.79542
C -3.95560 -2.49538 1.19328
N -2.97228 -1.70241 0.48107
C -1.88771 -1.10002 1.05071
C -1.09243 -0.51433 0.04052
C 0.23972 -0.04840 0.17981
C 1.18549 -0.27072 -0.85180
C 1.10348 -1.22950 -1.89541
N 2.15282 -1.08776 -2.74895
C 2.36311 -1.88880 -3.94151
C 2.99613 -0.07247 -2.28870
C 2.45525 0.43003 -1.07782
C 3.19193 1.36498 -0.36255
C 4.44909 1.76134 -0.85751
C 4.96001 1.24757 -2.06037
C 4.21848 0.32060 -2.81090
C -1.83754 -0.69005 -1.20672
C -2.96674 -1.48782 -0.89830
C -3.79839 -2.04899 -1.86250
C -3.50410 -1.76556 -3.20402
C -2.44048 -0.90909 -3.53096
C -1.62001 -0.34945 -2.53705
H -4.82180 -2.65092 0.54504
H -3.54723 -3.47460 1.48278
H -4.26425 -1.96871 2.10494
H -1.68398 -1.19033 2.11315
H 0.60589 0.23121 1.15545
H 0.36252 -2.00959 -2.04849
H 3.19497 -1.46302 -4.50828
H 2.59969 -2.93097 -3.68283
H 1.45664 -1.88799 -4.56256
H 2.78910 1.75660 0.57125
H 5.04305 2.48239 -0.29375
H 5.94045 1.56374 -2.41474
H 4.56726 -0.09107 -3.75624
H -4.62618 -2.68763 -1.56022
H -4.11009 -2.20608 -3.99615
H -2.24460 -0.68034 -4.57982
H -0.82697 0.34945 -2.79293